Formula: C5H11NO2
Source: the OMol25 dataset
Level of theory: ωB97M-V with the def2-TZVPD basis set

XYZ file:
```
19
Properties=species:S:1:pos:R:3:lowdin_charge:R:1
O -1.373 -0.426 1.570 0.063
O 1.235 1.807 -0.175 -0.243
N 1.919 -0.566 -1.103 0.136
C -0.341 0.034 -0.546 -0.112
C -1.476 -0.235 0.373 -0.442
C 1.473 -0.490 1.263 -0.026
C 1.081 -0.112 -0.134 -0.399
C -2.842 -0.145 -0.284 -0.020
H 2.906 -0.532 -0.892 0.111
H 1.221 2.249 0.683 0.018
H -0.523 -0.367 -1.543 0.124
H 0.933 0.108 1.988 0.081
H 2.545 -0.354 1.404 0.088
H -3.619 -0.182 0.476 0.081
H 1.715 -0.276 -2.048 0.111
H 1.212 -1.538 1.429 0.101
H -2.974 -0.982 -0.973 0.085
H -0.154 1.230 -0.623 0.158
H -2.938 0.777 -0.861 0.085
```

- Kohn-Sham gap (eV) = 9.86
- HOMO (eV) = -9.020
- total charge = 0
- multiplicity = 1
- electronic energy (eV) = -10946.781

Formula: C5H11NO2
Source: the OMol25 dataset
Level of theory: ωB97M-V with the def2-TZVPD basis set

XYZ file:
```
19
Properties=species:S:1:pos:R:3:lowdin_charge:R:1
O -0.716 -1.759 2.292 0.097
O -1.486 -2.210 0.238 0.114
N 0.474 0.266 0.130 -0.175
C -0.615 0.717 -1.640 -0.120
C 0.253 1.133 1.285 -0.095
C 0.676 -1.146 0.469 -0.119
C -0.621 -1.770 0.947 -0.515
C 0.397 1.211 -2.448 -0.125
H -1.563 -2.153 2.555 0.132
H 0.839 0.565 -3.194 0.023
H 0.420 2.267 -2.686 0.022
H 1.439 -1.269 1.248 0.123
H -0.709 0.899 1.739 0.082
H 0.988 -1.665 -0.437 0.133
H 1.261 0.647 -0.490 0.123
H 1.031 1.013 2.047 0.083
H 0.261 2.166 0.940 0.085
H -0.971 -0.298 -1.771 0.061
H -1.357 1.388 -1.223 0.069
```

- Kohn-Sham gap (eV) = 8.25
- HOMO (eV) = -7.641
- total charge = 0
- multiplicity = 1
- SMILES string = CNCC(=O)O.C=C
- electronic energy (eV) = -10946.352

Formula: C5H11NO2
Source: the OMol25 dataset
Level of theory: ωB97M-V with the def2-TZVPD basis set

XYZ file:
```
19
Properties=species:S:1:pos:R:3:lowdin_charge:R:1
O -1.722 0.034 -2.896 -0.102
O 1.702 1.495 1.853 0.053
N -0.473 -0.543 2.551 0.013
C -0.359 0.347 -2.383 -0.222
C -0.251 0.226 0.155 -0.193
C 0.412 -0.514 1.340 -0.372
C -0.106 -0.463 -1.177 -0.243
C 1.613 0.369 1.432 -0.280
H -2.202 0.197 -2.110 0.034
H 1.036 -0.651 -1.255 0.138
H 2.617 -0.280 1.266 0.154
H -0.618 1.386 -2.114 0.120
H -0.531 -1.459 -1.198 0.126
H 0.058 -0.770 3.424 0.076
H 0.306 0.177 -3.307 0.148
H -1.397 0.142 0.245 0.142
H 0.015 1.337 0.120 0.139
H 0.601 -1.555 1.183 0.129
H -0.700 0.525 2.871 0.140
```

- Kohn-Sham gap (eV) = 10.18
- HOMO (eV) = -9.608
- total charge = 0
- multiplicity = 1
- SMILES string = N[C@H](C=O)CCCO
- electronic energy (eV) = -10945.767

Formula: C5H11NO2
Source: the OMol25 dataset
Level of theory: ωB97M-V with the def2-TZVPD basis set

XYZ file:
```
19
Properties=species:S:1:pos:R:3:lowdin_charge:R:1
O -2.041 -0.011 0.918 0.026
O 1.860 -2.010 -1.553 -0.055
N -0.107 0.760 -0.022 0.080
C 1.083 -0.869 -1.330 -0.244
C -1.368 0.923 0.487 -0.520
C 1.551 -0.550 1.170 -0.047
C 0.510 -0.544 0.063 -0.351
C -2.023 2.279 0.480 -0.017
H -0.242 -1.267 0.372 0.138
H 2.313 -1.342 1.095 0.081
H 2.204 0.321 1.120 0.077
H 1.556 -2.874 -1.216 0.107
H 1.085 -0.604 2.146 0.078
H -2.051 2.713 1.488 0.090
H -3.132 2.211 0.464 0.090
H 1.749 -0.077 -1.678 0.122
H -1.866 2.889 -0.401 0.072
H 0.242 1.640 -0.389 0.151
H 0.221 -0.770 -2.008 0.121
```

- Kohn-Sham gap (eV) = 10.40
- HOMO (eV) = -9.619
- total charge = 0
- multiplicity = 1
- SMILES string = CC(=O)N[C@H](C)CO
- electronic energy (eV) = -10948.050

Formula: C5H11NO2
Source: the OMol25 dataset
Level of theory: ωB97M-V with the def2-TZVPD basis set

XYZ file:
```
19
Properties=species:S:1:pos:R:3:lowdin_charge:R:1
O -1.065 -0.841 -1.441 0.013
O -2.794 0.438 -0.874 0.026
N 1.709 0.339 -0.440 -0.123
C -1.601 -0.242 -0.510 -0.787
C -0.614 0.999 0.229 -0.053
C 1.984 -1.100 -0.489 -0.108
C -1.500 -0.531 0.843 0.133
C 0.865 0.811 0.606 -0.251
H 2.572 0.842 -0.525 0.097
H 1.277 1.761 0.943 0.121
H 2.424 -1.440 0.456 0.074
H -1.126 1.648 0.942 0.120
H -0.757 -1.184 1.268 0.115
H -0.595 1.587 -0.676 0.150
H -2.233 -0.133 1.533 0.119
H 0.928 0.170 1.500 0.109
H 2.679 -1.262 -1.300 0.078
H 1.041 -1.600 -0.659 0.058
H -3.195 -0.261 -1.407 0.110
```

- Kohn-Sham gap (eV) = 9.16
- HOMO (eV) = -8.704
- total charge = 0
- multiplicity = 1
- electronic energy (eV) = -10944.965

Formula: C5H11NO2
Source: the OMol25 dataset
Level of theory: ωB97M-V with the def2-TZVPD basis set

XYZ file:
```
19
Properties=species:S:1:pos:R:3:lowdin_charge:R:1
O 0.289 -1.614 -1.508 0.027
O 0.524 2.515 1.025 -0.221
N 0.252 0.244 0.783 -0.049
C 0.271 1.077 -0.198 -0.276
C -1.785 -1.195 -0.294 -0.050
C -0.292 -1.327 -0.311 -0.257
C 1.454 -0.014 1.576 -0.075
C 0.223 1.471 -1.448 0.047
H 1.472 0.670 2.419 0.079
H -0.212 -1.214 -2.231 0.103
H 0.125 -2.022 0.413 0.123
H 2.375 0.087 1.000 0.094
H -0.266 2.517 1.582 -0.002
H 0.239 2.530 -1.650 0.068
H -2.127 -1.016 0.722 0.087
H -2.240 -2.119 -0.664 0.091
H 1.397 -1.029 1.980 0.075
H 0.409 0.803 -2.274 0.050
H -2.109 -0.363 -0.922 0.085
```

- Kohn-Sham gap (alpha / beta) (eV) = 8.80 / 8.80
- HOMO (alpha / beta) (eV) = -8.232 / -8.231
- total charge = 0
- multiplicity = 1
- electronic energy (eV) = -10943.621

Formula: C5H11NO2
Source: the OMol25 dataset
Level of theory: ωB97M-V with the def2-TZVPD basis set

XYZ file:
```
19
Properties=species:S:1:pos:R:3:lowdin_charge:R:1
O -0.449 0.079 -1.847 0.030
O -0.871 2.320 -1.161 0.029
N 0.665 -0.397 0.904 -0.223
C 0.214 -1.777 0.861 -0.113
C -0.346 0.673 0.619 -0.190
C -1.772 0.405 0.251 0.007
C -0.763 0.962 -0.793 -0.509
C 1.962 -0.208 0.271 -0.102
H -0.005 2.653 -1.451 0.110
H 0.958 -2.436 1.324 0.083
H -1.071 0.216 -2.580 0.115
H 0.035 -2.129 -0.161 0.079
H -2.121 -0.599 0.056 0.103
H -2.519 1.054 0.692 0.106
H -0.170 1.552 1.236 0.149
H -0.707 -1.907 1.439 0.082
H 2.268 0.843 0.310 0.085
H 1.963 -0.525 -0.777 0.078
H 2.729 -0.778 0.807 0.081
```

- Kohn-Sham gap (eV) = 8.67
- HOMO (eV) = -7.932
- total charge = 0
- multiplicity = 1
- SMILES string = CN(C)[C@@H]1CC1(O)O
- electronic energy (eV) = -10946.663

Formula: C5H11NO2
Source: the OMol25 dataset
Level of theory: ωB97M-V with the def2-TZVPD basis set

XYZ file:
```
19
Properties=species:S:1:pos:R:3:lowdin_charge:R:1
O 1.736 2.199 -0.069 0.155
O 2.085 1.180 -2.043 0.139
N -0.107 -0.013 0.491 -0.028
C 0.138 0.721 1.720 0.036
C 0.969 -0.093 -0.487 -0.015
C -2.009 -1.108 -0.624 -0.025
C 1.594 1.267 -0.797 -0.493
C -0.981 -1.151 0.530 -0.159
H -0.017 1.784 1.562 0.123
H 0.455 -0.374 -1.408 0.138
H -2.308 -2.110 -0.931 0.097
H -0.367 -2.044 0.401 0.153
H -0.580 0.399 2.482 0.112
H 1.767 -0.795 -0.229 0.179
H 1.132 0.420 2.053 0.137
H -2.898 -0.540 -0.357 0.090
H 2.548 2.017 -2.237 0.156
H -1.548 -1.155 1.449 0.129
H -1.608 -0.605 -1.505 0.076
```

- Kohn-Sham gap (alpha / beta) (eV) = 12.26 / 7.76
- HOMO (alpha / beta) (eV) = -15.155 / -15.182
- total charge = +1
- multiplicity = 2
- electronic energy (eV) = -10940.258
- <S²> = 0.75

Formula: C5H11NO2S
Source: the OMol25 dataset
Level of theory: ωB97M-V with the def2-TZVPD basis set

XYZ file:
```
20
Properties=species:S:1:pos:R:3:lowdin_charge:R:1
S 1.245 -0.460 0.847 0.650
O 2.136 0.678 0.759 -0.327
O 1.542 -1.569 -0.015 -0.314
N 0.089 2.093 0.294 0.076
C -0.682 0.042 -0.818 -0.311
C 0.428 0.120 -1.835 -0.060
C -0.542 0.812 0.309 -0.286
C -1.711 -1.048 -0.812 -0.018
C 0.717 -0.814 2.353 -0.200
H -0.010 0.374 -2.781 0.091
H -2.646 -0.642 -1.104 0.077
H 0.725 0.112 2.908 0.025
H 0.788 2.192 -0.417 0.076
H 1.221 0.619 -1.340 0.035
H 1.038 -0.830 -1.943 0.106
H -1.241 0.705 1.155 0.137
H -1.467 -1.907 -1.344 0.066
H -0.129 -1.456 2.306 0.012
H 0.366 2.293 1.207 0.061
H -1.866 -1.314 0.270 0.103
```

- Kohn-Sham gap (eV) = 7.91
- HOMO (eV) = -8.226
- total charge = 0
- multiplicity = 1
- electronic energy (eV) = -21779.376

Formula: C5H11NO2S
Source: the OMol25 dataset
Level of theory: ωB97M-V with the def2-TZVPD basis set

XYZ file:
```
20
Properties=species:S:1:pos:R:3:lowdin_charge:R:1
S 3.421 0.697 -0.051 0.901
O 1.627 -0.614 1.465 -0.062
O 3.329 -0.642 -0.805 -0.580
N 1.914 1.452 -0.266 -0.270
C 0.843 -0.710 0.305 -0.297
C 0.861 -2.070 -0.367 -0.028
C -0.581 1.433 0.391 -0.200
C 0.543 0.665 -0.165 -0.333
C -1.922 0.641 0.191 -0.039
H -0.532 2.368 -0.124 0.099
H -2.548 1.276 -0.338 0.051
H 1.508 -2.628 0.320 0.083
H 1.921 2.400 0.097 0.062
H 1.420 -2.060 -1.323 0.087
H -0.090 -2.468 -0.425 0.045
H -1.744 -0.066 -0.547 0.044
H 0.248 0.431 -1.242 0.163
H -2.320 0.219 1.066 0.068
H 2.047 -1.380 1.836 0.092
H -0.406 1.760 1.407 0.113
```

- Kohn-Sham gap (alpha / beta) (eV) = 6.90 / 8.30
- HOMO (alpha / beta) (eV) = -6.990 / -7.531
- total charge = 0
- multiplicity = 1
- electronic energy (eV) = -21779.823

Formula: C5H11NO3
Source: the OMol25 dataset
Level of theory: ωB97M-V with the def2-TZVPD basis set

XYZ file:
```
20
Properties=species:S:1:pos:R:3:lowdin_charge:R:1
O 0.397 1.842 -0.987 -0.052
O -1.929 0.404 1.282 -0.014
O 0.375 -1.440 1.432 -0.080
N -0.824 -0.384 -2.103 0.131
C 0.886 -0.685 0.346 -0.312
C -1.083 -0.531 -0.793 -0.120
C -0.081 1.296 0.029 -0.309
C -1.486 0.685 -0.036 -0.337
C 2.215 -0.031 0.672 -0.092
H 2.150 0.565 1.586 0.076
H 2.981 -0.796 0.841 0.078
H -1.291 -1.512 -0.386 0.143
H 0.217 1.535 1.060 0.140
H 1.062 -1.389 -0.470 0.103
H -2.175 1.345 -0.579 0.157
H -0.129 -0.842 1.999 0.077
H 2.537 0.606 -0.154 0.077
H -0.552 -1.204 -2.630 0.116
H -2.800 -0.011 1.242 0.108
H -0.470 0.546 -2.352 0.110
```

- Kohn-Sham gap (eV) = 7.96
- HOMO (eV) = -7.447
- total charge = 0
- multiplicity = 1
- electronic energy (eV) = -12992.404

Formula: C5H11NO3
Source: the OMol25 dataset
Level of theory: ωB97M-V with the def2-TZVPD basis set

XYZ file:
```
20
Properties=species:S:1:pos:R:3:lowdin_charge:R:1
O -0.512 0.580 -1.952 0.067
O -1.884 0.748 -0.182 -0.067
O 1.475 0.599 1.321 -0.088
N -2.405 -0.547 -0.532 0.077
C -0.305 2.459 -0.442 0.024
C 0.949 -0.527 1.866 -0.336
C 1.699 -1.080 0.745 -0.101
C -0.885 1.193 -0.976 -0.539
C 1.067 -1.823 -0.365 -0.058
H 0.148 3.022 -1.252 0.092
H 0.471 2.168 0.275 0.071
H 1.041 -1.166 -1.243 0.079
H -3.410 -0.402 -0.559 0.088
H -1.056 3.045 0.079 0.088
H -2.087 -0.724 -1.489 0.075
H 2.778 -1.169 0.856 0.127
H -0.144 -0.636 1.805 0.119
H 1.623 -2.723 -0.620 0.087
H 1.406 -0.937 2.802 0.121
H 0.032 -2.080 -0.137 0.074
```

- Kohn-Sham gap (eV) = 10.64
- HOMO (eV) = -9.704
- total charge = 0
- multiplicity = 1
- electronic energy (eV) = -12992.294

The following energy above the lowest of the compared OMol25 structures with the same formula, charge and spin values (in kJ/mol) correspond, in order, to the records above: 239.8; 281.2; 337.7; 117.4; 415.1; 544.8; 251.3; 21.1; 473.5; 430.4; 429.1; 439.8.